one:
{
  "formula": "CH3NOS",
  "method": "ωB97M-V/def2-TZVPD",
  "lumo_ev": 0.68,
  "elements": ["C", "N", "O", "S", "H", "H", "H"],
  "positions_angstrom": [[-0.1484, 0.1693, -0.3427], [0.8539, 0.3488, 0.6349], [1.1061, 2.8346, -0.3825], [0.1464, 1.9526, 0.2872], [0.1795, -0.2751, -1.3596], [-1.1240, -0.1732, -0.0588], [0.8126, -0.0223, 1.6274]]
}



two:
{
  "formula": "CH3NOS",
  "method": "ωB97M-V/def2-TZVPD",
  "lumo_ev": [-2.39, -0.57],
  "elements": ["C", "N", "O", "S", "H", "H", "H"],
  "positions_angstrom": [[-1.5603, -0.0585, -0.0154], [1.0132, 0.6585, 0.4038], [3.2651, -0.1846, -0.0652], [1.8277, -0.3623, -0.3005], [-1.1918, 0.7991, -0.6513], [-2.0912, 0.2112, 0.9069], [-1.2627, -1.0635, -0.2783]]
}



three:
{
  "formula": "CH3NOS",
  "method": "ωB97M-V/def2-TZVPD",
  "lumo_ev": 0.61,
  "smiles": "C#[N+][O-].S",
  "elements": ["C", "N", "O", "H", "S", "H", "H"],
  "positions_angstrom": [[-2.2774, -0.7930, -0.6144], [-2.8723, -0.0344, 0.0147], [-3.4920, 0.7512, 0.6264], [-1.4006, -1.0537, -1.2716], [1.5800, 0.4044, 0.4357], [2.7365, 0.9887, 0.2929], [1.9632, -0.3430, -0.6232]]
}



four:
{
  "formula": "CH3NOS",
  "method": "ωB97M-V/def2-TZVPD",
  "lumo_ev": -1.35,
  "elements": ["C", "N", "O", "S", "H", "H", "H"],
  "positions_angstrom": [[1.2340, 0.5658, 1.5526], [-0.4712, -1.0989, -0.8602], [0.3202, 1.2150, 2.0104], [-1.2924, -1.1056, -2.1379], [1.1389, 0.0145, 0.6121], [2.3407, 0.4460, 2.0814], [-2.6595, -0.2745, -1.9455]]
}



Which one sits at the bottom of the stability order? two does.



one:
{
  "formula": "C3H8NO3",
  "method": "ωB97M-V/def2-TZVPD",
  "charge": -1,
  "lumo_ev": 4.08,
  "elements": ["O", "C", "O", "H", "C", "N", "C", "O", "H", "H", "H", "H", "H", "H", "H"],
  "positions_angstrom": [[-1.9398, -1.5685, -0.8970], [-1.0215, -2.3200, -1.2936], [0.2135, -2.1694, -1.2563], [-1.3554, -3.2598, -1.8089], [1.8092, 1.1896, 0.6127], [0.5920, 0.9770, -0.1483], [-0.5473, 0.7698, 0.7255], [-1.7862, 0.9641, 0.1033], [1.6760, 2.0468, 1.2810], [2.5754, 1.5102, -0.1095], [2.1591, 0.3187, 1.1796], [0.6866, 0.1379, -0.7210], [-0.5194, -0.2466, 1.1632], [-0.4862, 1.5386, 1.5080], [-2.0560, 0.1116, -0.3388]]
}



two:
{
  "formula": "C3H8NO3",
  "method": "ωB97M-V/def2-TZVPD",
  "charge": -1,
  "lumo_ev": 3.96,
  "elements": ["O", "C", "O", "C", "C", "N", "H", "H", "H", "H", "H", "H", "H", "H", "O"],
  "positions_angstrom": [[-1.6679, -0.4686, -2.2856], [-0.4976, -0.4936, -1.8655], [0.5704, -0.6881, -2.5080], [-0.3223, -0.1451, -0.3526], [-1.2648, 0.9310, 0.1302], [1.0556, 0.2412, -0.0197], [-0.4760, -1.0600, 0.2250], [-2.2447, 0.8583, -0.3606], [-1.3775, 0.9023, 1.2263], [-0.8209, 1.9150, -0.1194], [1.6592, -0.2819, -0.6548], [1.2073, 1.1943, -0.3386], [2.0796, -1.2988, 2.4603], [0.9671, -0.4421, 1.9126], [1.1326, -1.1636, 2.5503]]
}



three:
{
  "formula": "C3H8NO3",
  "method": "ωB97M-V/def2-TZVPD",
  "charge": -1,
  "lumo_ev": 4.08,
  "elements": ["O", "C", "O", "C", "C", "N", "H", "H", "H", "H", "H", "H", "H", "H", "O"],
  "positions_angstrom": [[-1.1404, -2.3643, -0.6331], [-1.4870, -1.1871, -0.4683], [-2.4558, -0.5073, -0.7735], [-0.2237, -0.3452, 0.0049], [0.0271, -0.7654, 1.4292], [-0.3881, 1.1650, -0.1914], [0.5185, -0.6552, -0.6955], [0.4621, -1.7791, 1.5547], [0.8781, -0.1362, 1.8289], [-0.8470, -0.7248, 2.1044], [-0.8000, 1.1468, -1.1798], [-0.8726, 1.5717, 0.5824], [1.4795, 1.6912, -0.7463], [2.4625, 1.0731, -1.7051], [2.3868, 1.8169, -1.1115]]
}



four:
{
  "formula": "C3H8NO3",
  "method": "ωB97M-V/def2-TZVPD",
  "charge": -1,
  "lumo_ev": 4.28,
  "smiles": "CCCN([O-])OO",
  "elements": ["C", "C", "C", "N", "O", "O", "O", "H", "H", "H", "H", "H", "H", "H", "H"],
  "positions_angstrom": [[1.1369, -1.0853, -0.1392], [-0.1031, -0.7317, -0.9567], [-1.2306, -0.2449, 0.0473], [-1.1546, 1.1123, 0.6021], [-0.8564, 1.9913, -0.3025], [0.1129, 1.0667, 1.5912], [1.0773, 1.8832, 1.0344], [1.7359, -0.2857, 0.3496], [0.7544, -1.5124, 0.7581], [1.8152, -1.6945, -0.7267], [-0.3825, -1.6759, -1.3895], [0.2355, 0.0820, -1.6196], [-2.2263, -0.2635, -0.3467], [-1.3114, -0.8757, 0.9216], [0.3968, 2.2340, 0.1766]]
}



Which one sits at the bottom of the stability order? four does.



one:
{
  "formula": "C3H8NO3",
  "method": "ωB97M-V/def2-TZVPD",
  "charge": -1,
  "lumo_ev": 4.17,
  "elements": ["O", "C", "O", "H", "C", "N", "C", "O", "H", "H", "H", "H", "H", "H", "H"],
  "positions_angstrom": [[0.9684, -0.0263, 2.0889], [0.7291, 1.2051, 2.1308], [0.3433, 1.9615, 1.2312], [0.8347, 1.6677, 3.1452], [-1.5062, -0.3383, -0.4047], [-0.6485, -0.7786, -1.4936], [0.7520, -0.4561, -1.2411], [1.3235, -1.2716, -0.2786], [-1.1966, -0.8527, 0.5087], [-2.5337, -0.6313, -0.6137], [-1.4432, 0.7314, -0.1980], [-0.9213, -0.3170, -2.3538], [1.2738, -0.6344, -2.1860], [0.8733, 0.5888, -0.9314], [1.1513, -0.8483, 0.5962]]
}



two:
{
  "formula": "C3H8NO3",
  "method": "ωB97M-V/def2-TZVPD",
  "charge": -1,
  "lumo_ev": 3.71,
  "elements": ["O", "C", "O", "H", "H", "C", "O", "C", "N", "H", "H", "H", "H", "H", "H"],
  "positions_angstrom": [[-0.7819, 3.0107, 1.8745], [-0.4647, 1.8758, 1.6214], [0.7836, 1.4282, 1.4084], [-1.2199, 1.0217, 1.6619], [0.9036, 0.7444, 0.6694], [-1.1037, -0.8031, -0.3482], [-2.0242, -1.5937, -0.8865], [0.2412, -1.0745, -1.0511], [1.4151, -0.2696, -0.5360], [-1.3255, 0.2959, -0.3644], [-0.9084, -1.0337, 0.7292], [0.4462, -2.1675, -0.9924], [0.0639, -0.8484, -2.1051], [2.2001, -0.9093, -0.3937], [1.7745, 0.3230, -1.2875]]
}



Which one sits at the bottom of the stability order? two does.



one:
{
  "formula": "C3H8NO3",
  "method": "ωB97M-V/def2-TZVPD",
  "charge": -1,
  "lumo_ev": 3.60,
  "elements": ["O", "C", "O", "H", "H", "C", "O", "C", "N", "H", "H", "H", "H", "H", "H"],
  "positions_angstrom": [[-1.4251, -2.7501, 1.2943], [-0.2441, -2.8396, 1.0664], [0.5387, -1.7822, 0.9176], [0.2151, -3.8306, 1.0012], [0.0651, -1.0690, 0.4076], [1.0836, 1.6183, -0.8381], [2.1203, 2.1976, -0.2419], [-0.1231, 1.3641, 0.1241], [-0.9892, 0.2785, -0.4107], [0.6901, 2.1899, -1.7250], [1.2922, 0.5751, -1.2501], [0.3274, 1.0646, 1.0730], [-0.6876, 2.2877, 0.2777], [-1.9850, 0.4170, -0.2791], [-0.8784, 0.2786, -1.4167]]
}



two:
{
  "formula": "C3H8NO3",
  "method": "ωB97M-V/def2-TZVPD",
  "charge": -1,
  "lumo_ev": 3.23,
  "elements": ["O", "C", "O", "C", "C", "N", "H", "H", "H", "H", "H", "H", "H", "H", "O"],
  "positions_angstrom": [[2.4151, -2.2755, 0.0898], [1.6609, -1.3430, -0.3306], [1.5240, -0.7165, -1.3524], [0.5759, -1.0968, 0.7587], [-0.7981, -1.1072, -0.0260], [0.5617, 0.1070, 1.4964], [0.6082, -1.8563, 1.5286], [-0.7851, -2.0600, -0.5044], [-1.6411, -1.2205, 0.5710], [-0.8155, -0.3606, -0.7755], [1.5543, 0.2103, 1.8963], [0.3523, 0.8346, 0.8899], [-1.4909, 4.3703, -1.3325], [-1.6025, 2.8474, -1.4500], [-2.1193, 3.6668, -1.4593]]
}



Which one sits at the bottom of the stability order? one does.



one:
{
  "formula": "C7H10N2S",
  "method": "ωB97M-V/def2-TZVPD",
  "lumo_ev": -0.30,
  "elements": ["C", "C", "C", "C", "C", "C", "C", "N", "N", "S", "H", "H", "H", "H", "H", "H", "H", "H", "H", "H"],
  "positions_angstrom": [[-2.6848, 1.5316, 0.3479], [-1.4399, 1.2943, -0.1582], [-2.6866, -0.5992, 0.1085], [-0.3246, -0.8832, -0.5765], [1.6010, -0.3163, 1.2807], [2.3545, -0.3596, -1.1373], [1.2804, 0.0220, -0.0751], [-3.3914, 0.4096, 0.5266], [-1.4422, -0.1545, -0.3377], [-0.2628, -2.4338, -0.9602], [-3.0407, 2.4783, 0.7103], [-0.7212, 1.7881, -0.7162], [-3.0224, -1.5570, -0.0388], [1.7488, -1.3736, 1.4329], [2.5333, 0.1731, 1.7275], [0.7015, -0.1460, 2.1038], [3.1580, 0.2857, -0.8806], [2.0715, 0.1041, -2.1562], [2.6294, -1.3763, -1.0393], [0.9383, 1.1127, -0.1620]]
}



two:
{
  "formula": "C7H10N2S",
  "method": "ωB97M-V/def2-TZVPD",
  "lumo_ev": [0.39, 0.39],
  "elements": ["C", "C", "C", "C", "C", "C", "C", "N", "N", "S", "H", "H", "H", "H", "H", "H", "H", "H", "H", "H"],
  "positions_angstrom": [[-1.7685, 1.9015, 0.0533], [0.5781, 1.1728, -0.2753], [-2.6214, -0.3723, -0.2756], [-0.2618, -1.0249, 1.0467], [0.7120, -0.2841, 0.0921], [2.1377, -0.5378, 0.6645], [0.3974, -0.7669, -1.3498], [-2.4100, 0.8417, 0.0290], [-0.4639, 1.9560, -0.4897], [-1.7644, -1.7014, 0.2663], [-2.2278, 2.7923, 0.4671], [0.0766, -1.8702, 1.6620], [-0.7523, -0.4591, 1.8246], [2.5034, -1.5800, 0.2635], [2.1136, -0.5611, 1.8903], [2.7560, 0.2893, 0.3302], [-0.5536, -0.3974, -1.7788], [0.5217, -1.8613, -1.4324], [1.1183, -0.4168, -2.1653], [-0.0909, 2.8796, -0.8227]]
}



Which one sits at the bottom of the stability order? two does.



one:
{
  "formula": "C16H18OSi",
  "method": "ωB97M-V/def2-TZVPD",
  "lumo_ev": 0.87,
  "smiles": "C=C[Si](OCC)(c1ccccc1)c1ccccc1",
  "elements": ["C", "C", "Si", "O", "C", "C", "C", "C", "C", "C", "C", "C", "C", "C", "C", "C", "C", "C", "H", "H", "H", "H", "H", "H", "H", "H", "H", "H", "H", "H", "H", "H", "H", "H", "H", "H"],
  "positions_angstrom": [[-1.2064, -3.2057, 0.1530], [-1.5905, -2.0194, 0.5581], [-0.7148, -0.3892, 0.5014], [-1.2306, 0.6529, 1.7239], [-0.4959, 1.8131, 2.0583], [-0.6050, 2.9979, 1.0517], [-1.0180, 0.3678, -1.2076], [-2.1588, 0.0511, -1.9390], [-2.4382, 0.6452, -3.1507], [-1.5355, 1.5287, -3.6989], [-0.3649, 1.7998, -3.0440], [-0.1075, 1.2421, -1.7949], [1.0439, -0.7813, 0.8872], [1.9184, -1.2857, -0.0608], [3.1327, -1.8075, 0.3448], [3.4342, -1.8486, 1.6967], [2.6046, -1.2352, 2.6248], [1.3826, -0.7526, 2.2205], [-0.3201, -3.3107, -0.4044], [-1.7985, -4.0696, 0.3315], [-2.4641, -1.9352, 1.1594], [-0.8495, 2.0826, 3.0783], [0.5653, 1.5481, 2.1712], [-0.0866, 3.9182, 1.4008], [-0.1485, 2.7062, 0.1068], [-1.6668, 3.2540, 0.8542], [-2.9213, -0.6124, -1.5018], [-3.3468, 0.4613, -3.7248], [-1.6145, 1.8995, -4.7231], [0.3770, 2.4611, -3.4946], [0.8623, 1.3751, -1.3484], [1.6245, -1.3067, -1.1069], [3.8096, -2.2432, -0.3844], [4.4009, -2.2756, 1.9931], [2.8590, -1.2760, 3.6766], [0.6677, -0.4500, 2.9916]]
}



two:
{
  "formula": "C16H18OSi",
  "method": "ωB97M-V/def2-TZVPD",
  "lumo_ev": 0.86,
  "smiles": "C=C[Si](OCC)(c1ccccc1)c1ccccc1",
  "elements": ["C", "C", "Si", "O", "C", "C", "C", "C", "C", "C", "C", "C", "C", "C", "C", "C", "C", "C", "H", "H", "H", "H", "H", "H", "H", "H", "H", "H", "H", "H", "H", "H", "H", "H", "H", "H"],
  "positions_angstrom": [[2.9461, 0.3090, -0.6871], [1.7332, 0.0402, -1.1064], [0.3852, -0.0608, 0.1505], [0.9503, -0.7172, 1.6454], [1.5703, -1.9984, 1.5255], [3.0061, -2.0271, 2.0365], [-1.0160, -1.0014, -0.6538], [-2.3104, -0.5649, -0.5748], [-3.3328, -1.2151, -1.2412], [-3.0600, -2.3653, -1.9781], [-1.7449, -2.8184, -2.0406], [-0.7309, -2.1310, -1.4111], [-0.0778, 1.7314, 0.3175], [-0.4093, 2.1568, 1.5685], [-0.9772, 3.4112, 1.7578], [-1.1247, 4.2490, 0.6684], [-0.7004, 3.8594, -0.5943], [-0.2008, 2.5813, -0.7645], [3.0404, 0.8038, 0.2504], [3.8221, 0.0311, -1.2322], [1.5126, -0.6546, -1.9484], [0.9442, -2.6942, 2.1030], [1.5212, -2.3384, 0.4819], [3.6261, -1.4071, 1.3933], [3.3854, -3.0365, 2.1046], [3.0480, -1.6525, 3.0736], [-2.4621, 0.3830, -0.0649], [-4.3302, -0.8044, -1.2016], [-3.8641, -2.9020, -2.4438], [-1.4752, -3.7490, -2.4888], [0.2581, -2.5682, -1.4178], [-0.2077, 1.5114, 2.3948], [-1.3079, 3.7080, 2.7308], [-1.5729, 5.2281, 0.8017], [-0.8638, 4.5017, -1.4375], [0.0200, 2.2011, -1.7174]]
}



Which one sits at the bottom of the stability order? two does.